Record 1
{
  "formula": "C24H63NO11S8",
  "method": "wB97M-V/def2-TZVPD",
  "species": ["N", "C", "C", "C", "C", "C", "C", "C", "O", "C", "O", "O", "H", "H", "H", "H", "H", "H", "H", "H", "H", "H", "H", "H", "H", "H", "H", "C", "S", "O", "C", "H", "H", "H", "H", "H", "H", "C", "S", "O", "C", "H", "H", "H", "H", "H", "H", "C", "S", "O", "C", "H", "H", "H", "H", "H", "H", "C", "S", "O", "C", "H", "H", "H", "H", "H", "H", "C", "S", "O", "C", "H", "H", "H", "H", "H", "H", "C", "S", "O", "C", "H", "H", "H", "H", "H", "H", "C", "S", "O", "C", "H", "H", "H", "H", "H", "H", "C", "S", "O", "C", "H", "H", "H", "H", "H", "H"],
  "xyz": [[-0.248, 1.355, -0.320], [0.201, 1.359, -1.725], [0.487, -0.029, -2.352], [0.591, -1.238, -1.391], [-0.503, -2.273, -1.686], [-1.868, -1.967, -1.023], [-2.986, -1.670, -1.998], [-3.093, -0.210, -2.495], [-4.085, 0.420, -1.677], [-4.289, -0.433, -0.650], [-4.488, -0.191, 0.446], [-4.187, -1.691, -1.159], [-0.679, 2.256, -0.164], [-0.940, 0.641, -0.127], [1.059, 2.008, -1.893], [-0.603, 1.808, -2.322], [1.432, 0.057, -2.879], [-0.264, -0.223, -3.115], [0.644, -0.981, -0.342], [1.530, -1.736, -1.626], [-0.173, -3.247, -1.337], [-0.612, -2.369, -2.767], [-2.180, -2.864, -0.500], [-1.771, -1.189, -0.269], [-3.054, -2.334, -2.844], [-2.163, 0.342, -2.565], [-3.526, -0.204, -3.497], [-0.242, -1.090, 4.299], [0.236, -0.396, 2.715], [0.534, -1.544, 1.807], [1.808, 0.276, 3.259], [-1.195, -1.598, 4.177], [0.514, -1.804, 4.633], [-0.354, -0.289, 5.023], [2.431, -0.521, 3.657], [1.636, 1.035, 4.019], [2.299, 0.729, 2.401], [-4.004, -7.024, 0.355], [-4.292, -5.270, 0.080], [-2.977, -4.589, 0.182], [-5.157, -4.974, 1.627], [-3.431, -7.408, -0.487], [-3.440, -7.165, 1.277], [-4.961, -7.545, 0.412], [-4.516, -5.248, 2.465], [-6.078, -5.557, 1.645], [-5.396, -3.913, 1.680], [6.142, -0.447, 4.848], [5.247, 1.032, 5.330], [4.129, 1.202, 4.361], [6.540, 2.192, 4.865], [5.496, -1.307, 5.018], [6.404, -0.393, 3.791], [7.041, -0.547, 5.458], [6.777, 2.073, 3.808], [7.424, 2.011, 5.477], [6.171, 3.199, 5.047], [1.620, 5.570, -1.888], [0.832, 4.756, -3.288], [1.345, 3.360, -3.351], [1.697, 5.733, -4.515], [1.257, 5.105, -0.972], [2.702, 5.449, -1.955], [1.355, 6.627, -1.890], [2.774, 5.603, -4.391], [1.424, 6.782, -4.392], [1.397, 5.390, -5.500], [6.312, -3.948, 7.202], [7.932, -3.464, 7.815], [8.172, -2.065, 7.368], [8.872, -4.541, 6.723], [5.562, -3.359, 7.727], [6.249, -3.753, 6.131], [6.149, -5.007, 7.405], [8.640, -4.305, 5.684], [8.626, -5.581, 6.941], [9.930, -4.370, 6.910], [-0.960, 2.339, -7.145], [0.673, 2.792, -6.554], [0.929, 4.182, -7.033], [1.595, 1.703, -7.649], [-1.695, 2.940, -6.617], [-1.035, 2.531, -8.216], [-1.140, 1.284, -6.936], [1.361, 1.939, -8.688], [1.338, 0.668, -7.427], [2.657, 1.861, -7.468], [-5.388, 2.310, -8.975], [-5.398, 2.364, -7.178], [-4.018, 2.697, -6.742], [-5.617, 0.595, -6.937], [-5.220, 3.320, -9.342], [-4.586, 1.656, -9.320], [-6.352, 1.948, -9.333], [-4.799, 0.055, -7.415], [-6.574, 0.287, -7.358], [-5.610, 0.397, -5.867], [-3.143, 1.820, 7.701], [-3.521, 0.771, 6.289], [-2.336, -0.098, 6.058], [-3.460, 2.079, 5.057], [-3.090, 1.189, 8.585], [-2.185, 2.315, 7.545], [-3.936, 2.557, 7.827], [-2.480, 2.556, 5.075], [-4.243, 2.809, 5.265], [-3.631, 1.630, 4.080]],
  "atomic_forces_ev_per_a": [[0.6922, 0.1006, -0.0965], [-0.8060, -0.3640, -0.2833], [0.2233, 0.3673, 0.8610], [0.0155, -0.3355, -1.2783], [-0.0672, 0.3304, 0.6695], [0.7511, -0.7845, -0.8324], [-0.3980, 1.6604, 1.3548], [-0.6357, -0.3346, -1.7141], [1.0689, 0.8200, 0.6200], [0.7786, -1.8626, -4.5427], [-1.4790, 1.4906, 4.6384], [0.0252, -0.9119, -0.2135], [-0.1202, -0.0777, 0.3035], [-0.0120, 0.0603, -0.1086], [-0.1840, -0.2221, 0.6446], [0.1594, 0.1543, -0.2754], [0.1086, 0.0609, -0.2200], [-0.0478, -0.1621, -0.0861], [-0.1821, 0.1066, 0.1773], [0.2348, -0.0344, 0.1365], [0.0242, -0.1444, 0.1234], [-0.0308, 0.0044, -0.1809], [-0.0760, 0.1052, 0.1368], [-0.0811, 0.2012, -0.0140], [-0.2005, -0.5706, 0.0984], [0.0615, 0.1663, 0.5806], [0.1111, -0.0155, -0.1704], [0.2891, -0.1707, -0.0617], [-0.0920, 0.0591, 0.0885], [0.0348, -0.0571, 0.0668], [-0.2313, -0.0996, -0.1629], [-0.0293, 0.0708, -0.0246], [0.0472, 0.0121, -0.1136], [-0.0680, 0.0191, 0.0011], [-0.0451, -0.0481, -0.0008], [-0.0014, 0.0003, 0.0079], [-0.0517, -0.0033, -0.0241], [0.0251, -0.1076, 0.0876], [-0.1392, 0.0534, -0.0641], [-0.0008, -0.3361, 0.1051], [-0.0470, 0.0034, 0.1238], [-0.0052, 0.0676, -0.0232], [0.0097, 0.0620, -0.0061], [-0.0087, 0.0251, -0.0216], [0.0516, 0.0015, -0.0495], [0.0023, 0.0037, -0.0357], [0.0485, 0.0089, -0.0800], [0.1977, -0.0735, -0.0587], [0.0331, -0.0372, 0.0622], [0.2927, 0.1254, 0.0946], [0.0988, 0.0543, -0.0629], [-0.0645, 0.0645, 0.0366], [-0.0771, 0.0727, -0.0086], [-0.0565, -0.0371, 0.0738], [-0.0549, -0.0380, -0.0005], [-0.0284, -0.0207, 0.0241], [-0.0583, -0.0354, 0.0226], [0.0049, -0.1420, 0.2571], [-0.0365, 0.2695, -0.0272], [0.3549, 0.5619, -0.3023], [0.1403, 0.1440, -0.0747], [-0.0071, -0.0186, -0.0246], [-0.0140, -0.0396, -0.0514], [-0.0366, -0.0187, -0.0323], [-0.0226, -0.0276, 0.0722], [-0.0233, -0.0342, 0.0695], [-0.0421, -0.0691, -0.0504], [-0.0805, -0.0101, -0.0783], [-0.0041, -0.0221, 0.0758], [-0.0434, -0.0274, -0.1203], [0.0322, -0.0413, -0.1097], [0.0552, 0.0218, 0.0361], [0.0551, 0.0157, 0.0076], [0.0156, 0.0081, 0.0248], [-0.0288, 0.0467, 0.0248], [-0.0048, 0.0137, 0.0328], [-0.0254, 0.0432, 0.0509], [0.0457, 0.0214, -0.0818], [-0.0923, -0.3149, -0.0068], [-0.0384, 0.0345, -0.2608], [0.0250, -0.0467, -0.1202], [0.0175, -0.0173, 0.0264], [0.0587, 0.0347, 0.0122], [0.0038, 0.0106, 0.0588], [-0.0346, 0.0496, 0.0315], [0.0002, 0.0076, 0.0398], [-0.0268, 0.0358, 0.0577], [0.0335, -0.0510, -0.1106], [-0.1341, 0.0421, 0.0353], [0.0003, -0.0877, -0.0613], [0.0267, -0.1175, -0.0145], [-0.0015, 0.0162, 0.0717], [0.0156, 0.0020, 0.0596], [-0.0105, 0.0163, 0.0278], [0.0223, 0.0584, -0.0089], [-0.0095, 0.0288, 0.0127], [-0.0026, 0.0774, 0.0030], [0.0630, 0.0896, 0.0602], [-0.1215, 0.0175, -0.0243], [-0.1295, 0.1491, 0.1789], [0.0351, 0.0785, -0.0660], [-0.0184, -0.0502, -0.0461], [0.0032, -0.0391, -0.0491], [-0.0182, -0.0245, -0.0146], [0.0166, -0.0519, 0.0378], [-0.0185, -0.0288, 0.0104], [-0.0053, -0.0623, 0.0364]],
  "orbital_gap_ev": 8.2,
  "energy_ev": -136596.86096,
  "lumo_ev": 0.6
}


Record 2
{
  "formula": "C12H40N6O8",
  "method": "wB97M-V/def2-TZVPD",
  "species": ["N", "C", "N", "O", "H", "H", "H", "H", "N", "C", "N", "O", "H", "H", "H", "H", "N", "C", "N", "O", "H", "H", "H", "H", "C", "C", "O", "H", "H", "H", "H", "H", "H", "C", "C", "O", "H", "H", "H", "H", "H", "H", "C", "C", "O", "H", "H", "H", "H", "H", "H", "C", "C", "O", "H", "H", "H", "H", "H", "H", "C", "O", "H", "H", "H", "H"],
  "xyz": [[1.333, -2.665, 1.660], [2.639, -2.926, 2.006], [3.511, -1.853, 1.813], [3.042, -3.996, 2.391], [1.030, -1.741, 1.411], [0.645, -3.400, 1.763], [3.188, -1.007, 1.389], [4.465, -2.020, 2.063], [-4.729, 0.486, -1.369], [-4.482, 1.515, -0.480], [-4.531, 1.132, 0.846], [-4.246, 2.650, -0.840], [-5.022, -0.403, -1.019], [-4.662, 0.673, -2.346], [-4.184, 1.765, 1.541], [-4.508, 0.164, 1.109], [-1.274, -3.100, -3.709], [-1.702, -1.787, -3.568], [-3.070, -1.639, -3.373], [-0.939, -0.844, -3.693], [-0.301, -3.314, -3.787], [-1.935, -3.799, -3.426], [-3.654, -2.426, -3.178], [-3.454, -0.752, -3.621], [-0.667, 4.198, 2.118], [-0.002, 3.269, 3.131], [-0.804, 2.100, 3.343], [0.022, 4.970, 1.780], [-1.529, 4.676, 2.583], [-0.976, 3.615, 1.251], [0.039, 3.814, 4.075], [1.001, 3.072, 2.766], [-1.287, 2.226, 4.164], [0.687, -0.098, -0.794], [-0.452, 0.305, 0.119], [0.064, 0.195, 1.488], [1.595, 0.466, -0.585], [0.374, 0.112, -1.818], [0.877, -1.164, -0.668], [-1.326, -0.355, 0.033], [-0.836, 1.320, -0.028], [-0.444, 0.839, 2.018], [4.815, 1.897, 1.381], [3.311, 1.992, 1.400], [2.877, 3.066, 0.563], [5.175, 1.089, 2.014], [5.275, 2.828, 1.723], [5.136, 1.779, 0.347], [2.855, 1.976, 2.392], [2.969, 1.076, 0.894], [1.946, 2.918, 0.365], [-0.276, -5.095, -0.653], [-1.229, -4.204, 0.110], [-1.025, -4.408, 1.523], [0.771, -4.806, -0.617], [-0.641, -5.128, -1.687], [-0.342, -6.128, -0.307], [-2.276, -4.367, -0.180], [-1.050, -3.136, -0.107], [-1.709, -3.975, 2.043], [1.563, 2.699, -3.238], [1.499, 3.907, -3.996], [2.503, 2.193, -3.499], [1.722, 2.938, -2.179], [0.725, 2.026, -3.377], [1.914, 4.593, -3.472]],
  "atomic_forces_ev_per_a": [[0.6110, -0.3009, 0.0687], [-0.1339, 1.1808, -0.8351], [-0.9111, -0.7557, 0.2688], [0.1045, -0.7177, 0.4148], [-0.1025, 0.1714, 0.2808], [0.1615, 0.0977, 0.1045], [0.2156, 0.2114, 0.0183], [0.1297, 0.1743, -0.1113], [0.0699, 0.3654, 0.9076], [0.1661, -0.0939, -0.2294], [-0.1610, -0.1481, -0.0754], [0.0157, -0.1316, 0.1376], [-0.0375, -0.2215, -0.2731], [-0.1218, 0.1242, -0.1108], [0.0403, 0.2926, -0.1390], [0.0341, -0.0835, -0.1023], [-1.2581, 0.7532, 0.3824], [0.5859, -0.1616, -0.6265], [1.1078, -0.2427, 0.1643], [-0.5242, -0.1920, 0.0837], [0.1749, 0.1037, 0.1867], [0.3349, -0.4279, -0.1301], [-0.2470, -0.0047, -0.2230], [-0.1008, 0.1046, 0.0921], [0.0148, -0.2733, 0.1754], [-0.7273, 1.2133, -0.0800], [0.3698, 0.0290, -0.1393], [0.0507, 0.0500, 0.0599], [-0.1535, 0.0090, -0.2631], [-0.1549, 0.0875, -0.0754], [0.4888, -0.0922, 0.0654], [0.0348, -0.7332, 0.2987], [0.0039, -0.1695, -0.0757], [-0.8109, 0.3025, -0.3731], [0.4830, -0.1570, 1.3669], [-0.7556, 0.5680, -0.7515], [-0.0704, 0.0196, 0.0820], [0.2112, -0.3091, -0.1053], [0.1478, 0.0180, -0.1848], [0.1830, -0.0677, -0.2405], [0.2829, 0.0345, -0.2591], [0.3609, -0.5088, 0.2127], [0.1611, 1.0017, 0.0771], [-0.2781, -1.2308, -1.1230], [0.0635, 0.2415, 0.4875], [-0.0227, -0.1297, -0.0869], [-0.0513, -0.0544, 0.1511], [0.0915, -0.2742, 0.0398], [0.1608, 0.3879, 0.0784], [-0.1475, -0.0234, 0.4100], [0.0112, 0.0330, 0.0056], [-0.6736, -0.5049, -0.4056], [0.1267, 0.8011, 0.6222], [-0.1167, -0.3075, -0.3862], [-0.0449, 0.2909, 0.0659], [0.4011, 0.1259, -0.0081], [-0.0556, 0.0979, 0.2135], [0.1407, -0.3931, 0.1709], [0.1715, -0.2297, -0.1285], [-0.0465, 0.0749, -0.1607], [1.6830, 0.3910, 0.4347], [-0.5895, -0.2723, -0.0291], [-0.3152, -0.3347, -0.1778], [-0.5263, -0.1385, 0.0517], [-0.2630, 0.2694, -0.2223], [0.0068, 0.0600, -0.0478]],
  "orbital_gap_ev": 9.2,
  "energy_ev": -38414.49759,
  "e_above_lowest_kcal_mol": 0.00,
  "smiles": "NC(N)=O.NC(N)=O.NC(N)=O.CCO.CCO.CCO.CCO.CO",
  "lumo_ev": -0.2
}